Entry from the Open Molecules 2025 dataset: a cluster of 2 separate species, C2H3NOS in total in a non-equilibrium geometry (ωB97M-V/def2-TZVPD).

Each atom is followed by the atoms it is bonded to, with distances in Å.
CARTESIAN COORDINATES (ANGSTROEM)
1 C 1.39792 -0.63018 0.10319  N3 1.281, O4 1.164, S5 1.890
2 C -1.42082 0.22094 -0.06319  H6 1.073, H7 1.072, H8 1.072
3 N 0.87770 0.33064 0.77276  C1 1.281, S5 1.729
4 O 1.64423 -1.70314 -0.27506  C1 1.164
5 S 1.99149 1.12086 -0.28742  C1 1.890, N3 1.729
6 H -1.40232 1.21147 -0.47400  C2 1.073
7 H -1.29835 -0.62566 -0.70864  C2 1.072
8 H -1.78985 0.07508 0.93235  C2 1.072

Output
- Spin multiplicity: 1
- Relative energy (zero: lowest compared OMol25 entry of this formula, charge and spin): 395.4 kJ/mol
- Frontier orbital gap (alpha / beta): 6.429 / 9.264 eV
- HOMO (alpha / beta): -8.526 / -9.468 eV